DFT (ωB97M-V/def2-TZVPD) results for a cluster of 14 separate species, C35H52Cl9O31 in total.

XYZ file:
```
127
Properties=species:S:1:pos:R:3:forces:R:3
Cl 0.97119 -0.27184 0.03840 3.3 0.4 -3.3
O 1.91234 0.85041 0.07707 -0.5 -0.7 -0.2
O 1.71785 -1.49655 0.29069 -0.7 0.3 0.2
O -0.04806 -0.02641 0.93692 -2.7 0.1 3.5
O 0.33211 -0.36043 -1.26838 0.5 -0.2 -0.3
C 3.83515 4.21209 1.72236 -1.3 -1.5 -0.9
C 3.11315 4.77777 2.91726 -0.4 -0.1 0.2
O 4.02018 5.79759 3.27431 0.2 1.1 1.3
C 5.24064 5.46283 2.85139 3.2 3.5 -0.1
O 6.27693 6.10629 3.05407 -2.6 -1.6 0.3
O 5.17347 4.50555 1.97207 1.1 -1.2 -0.2
H 3.61485 4.65723 0.75208 -0.6 0.0 0.1
H 3.72803 3.12822 1.67957 0.0 0.2 -0.4
H 3.05234 4.07900 3.75159 0.1 -0.3 0.0
H 2.10847 5.18173 2.79265 0.3 0.1 -0.5
C -1.96523 2.49115 3.12292 0.8 -0.5 -0.4
C -0.67916 2.11637 3.80285 0.5 -1.3 1.3
O 0.38379 2.72519 3.10450 0.9 0.7 1.1
C -0.10429 3.33178 2.04020 1.3 -0.4 -1.3
O 0.58169 3.81878 1.18391 -0.4 0.3 0.4
O -1.39803 3.17854 2.00905 -2.9 1.0 -1.5
H -2.64196 3.09079 3.73164 0.2 0.4 -0.3
H -2.47705 1.58053 2.81160 -0.2 0.3 -0.3
H -0.43935 1.06656 3.63401 -0.5 -0.3 0.8
H -0.69148 2.44421 4.84231 0.4 -0.4 0.1
C 0.72919 -1.11607 -4.80810 0.5 0.4 1.9
C 0.85247 -0.37907 -6.11881 2.0 0.0 1.1
O -0.44577 -0.07610 -6.42393 -2.2 0.3 -1.2
C -1.26241 -0.22090 -5.34154 -2.9 0.3 -2.1
O -2.47267 -0.01505 -5.40933 2.9 -0.2 0.7
O -0.56467 -0.67862 -4.33795 -0.1 -0.8 1.0
H 1.38792 -0.74480 -4.02304 0.4 0.0 -0.3
H 0.82690 -2.20092 -4.76739 -0.5 -0.1 -0.5
H 1.40192 -0.95515 -6.86336 -0.5 0.1 -0.3
H 1.37443 0.55747 -5.92247 0.3 0.1 -0.2
C 0.74398 -5.94562 1.63468 -0.3 -0.5 0.8
C -0.10558 -6.98574 2.33223 -0.3 -0.5 -0.3
O 0.48474 -7.16952 3.64001 -0.2 -0.6 -0.9
C 1.18088 -6.08444 3.91980 0.6 1.8 2.1
O 1.58226 -5.78782 5.04078 -0.6 -0.6 -3.1
O 1.27591 -5.28214 2.79287 0.6 0.3 0.3
H 0.11337 -5.32417 0.99888 0.1 0.5 0.5
H 1.48016 -6.36151 0.94682 0.5 0.0 0.7
H -0.09189 -7.92503 1.77939 -0.4 0.0 0.4
H -1.09946 -6.57211 2.50313 -0.2 -0.4 -0.1
C -0.87310 -1.97115 5.17558 0.6 0.3 -1.1
C -1.04095 -2.46412 3.77379 1.0 1.5 -2.2
O -2.03934 -3.40886 3.84576 -2.1 -1.2 -1.0
C -2.10168 -3.88124 5.06629 -2.7 -2.7 1.3
O -2.86280 -4.81880 5.40978 2.7 3.1 -0.8
O -1.28895 -3.16050 5.82359 0.3 -0.3 2.9
H -1.47011 -1.08962 5.40920 -0.6 -0.4 0.2
H 0.16070 -1.65995 5.32561 0.1 -0.7 0.6
H -0.20455 -3.01277 3.34075 0.6 0.5 0.3
H -1.36157 -1.69247 3.07390 0.1 0.1 0.0
C -2.41364 4.35435 -5.30524 -0.2 -1.9 -0.4
C -2.75591 3.77634 -3.94122 0.1 -1.0 -1.1
O -2.36339 4.77999 -3.08294 -0.1 0.4 1.8
C -2.23160 5.89929 -3.76292 1.4 5.1 2.2
O -2.06297 7.02154 -3.27724 -0.7 -2.8 -0.7
O -2.21599 5.71509 -5.05542 -0.6 -0.2 -1.9
H -3.25536 4.08160 -5.94179 0.2 0.8 -0.5
H -1.51282 3.86580 -5.67666 0.2 0.5 -0.3
H -2.11479 2.90651 -3.79807 -0.6 -0.3 0.4
H -3.83017 3.60408 -3.87490 0.1 -0.4 0.4
C -3.33863 -0.26976 -1.66634 0.0 0.3 0.6
C -2.49896 1.01633 -1.48612 -0.1 -0.8 -0.3
O -3.50447 2.01382 -1.55524 -0.8 1.2 0.5
C -4.71816 1.53507 -1.85425 -2.6 0.5 -0.9
O -5.78815 2.16642 -1.93293 3.8 -1.9 0.4
O -4.60854 0.19859 -2.14814 0.0 0.6 0.3
H -3.50568 -0.62793 -0.65051 -0.1 -0.4 0.0
H -2.96766 -1.08668 -2.28531 0.1 0.4 -0.2
H -1.74945 1.24752 -2.24301 -0.1 -0.3 0.0
H -2.04203 1.00456 -0.49659 0.1 0.3 -0.2
C -5.34719 -2.58340 2.84772 -1.7 -1.7 -0.9
C -5.68928 -2.83514 4.27154 1.1 -0.7 1.8
O -5.08053 -1.72205 4.89284 -0.3 2.3 1.3
C -4.24384 -1.10359 4.07181 1.6 1.0 1.5
O -3.47602 -0.21037 4.41298 -1.4 -1.4 -1.0
O -4.27938 -1.71371 2.89751 1.3 1.6 -1.1
H -6.23512 -2.14901 2.38839 0.3 0.3 -0.6
H -5.01696 -3.48418 2.33039 -0.3 0.1 -0.1
H -5.06880 -3.59533 4.74610 -0.7 -1.1 -0.5
H -6.72729 -2.86753 4.60258 0.1 -0.2 -0.5
C 1.03454 3.35881 -1.98777 -1.3 -2.1 2.8
C 1.25808 2.38718 -3.09806 0.4 -0.1 0.0
O 1.27010 3.26992 -4.21752 0.6 -0.2 -1.1
C 0.89316 4.48221 -3.83697 -1.9 4.8 -3.7
O 0.77148 5.48315 -4.61845 0.8 -4.3 3.2
O 0.45727 4.47274 -2.57893 1.2 1.5 -0.6
H 1.92257 3.45027 -1.36235 0.1 1.0 -0.2
H 0.24448 3.00955 -1.32300 0.4 -0.3 0.3
H 0.44827 1.65954 -3.15143 0.2 -0.2 -0.4
H 2.25084 1.94376 -3.02132 -0.3 -0.4 -0.1
Cl 3.31041 -0.70132 5.34046 -0.5 -0.1 0.0
C 2.52602 0.51484 4.26429 0.5 -0.3 0.2
C 3.43588 0.76961 3.08707 0.8 0.8 -0.1
Cl 5.13262 1.31936 3.63814 -1.2 -0.3 -0.5
H 2.32084 1.37861 4.89665 0.2 0.1 -0.3
H 1.57349 0.10608 3.92711 0.1 -0.1 -0.1
H 3.07784 1.58934 2.46419 -0.2 -0.1 0.2
H 3.55033 -0.08381 2.41873 0.1 -0.1 0.4
Cl -3.05053 -4.60907 0.80540 -0.1 -0.7 0.5
C -2.64515 -3.57597 -0.53161 1.0 1.7 -1.4
C -1.61793 -4.19683 -1.55186 -0.8 0.2 1.1
Cl -2.43017 -4.55705 -3.10162 0.3 -0.2 0.2
H -2.25412 -2.63650 -0.14100 0.6 -0.3 0.4
H -3.54749 -3.16219 -0.98177 -0.2 -0.9 -0.4
H -1.17512 -5.07465 -1.08127 -0.6 -0.2 -0.4
H -0.74023 -3.58829 -1.76960 -0.5 0.6 0.0
Cl 6.31812 3.00185 -1.55267 -0.1 0.1 0.3
C 5.98032 2.07168 -3.00197 -0.6 0.8 -2.2
C 4.99877 2.88418 -3.97455 0.2 -0.2 1.2
Cl 4.32367 1.91260 -5.27892 0.1 -0.8 -0.5
H 5.66940 1.05409 -2.76550 -0.4 0.3 0.1
H 6.90105 2.00143 -3.58112 0.1 -0.1 0.2
H 5.49901 3.71666 -4.46938 0.2 -0.1 0.4
H 4.09757 3.27915 -3.50557 0.4 0.0 0.5
Cl 3.39795 -4.43554 -3.69123 0.0 0.1 0.3
C 2.44031 -3.65642 -2.37704 -0.1 -0.9 0.8
C 2.28362 -4.60946 -1.14090 0.4 0.9 -0.8
Cl 1.12586 -5.93631 -1.49953 0.7 0.0 -0.3
H 1.48521 -3.43871 -2.85506 0.0 0.1 0.4
H 2.95493 -2.74935 -2.06006 -0.1 -0.1 -0.1
H 1.96417 -4.06321 -0.25339 -0.5 0.2 -0.3
H 3.25839 -5.00074 -0.84964 -0.1 -0.4 -0.4
```
Forces are in eV/Å.

orbital gap: 9.997 eV
charge: -1
strongest force on any atom: 6.405 eV/A
highest occupied orbital energy: -8.39 eV

Mulliken population analysis, charges in e, atoms 1 to 99:
1. Cl 0.7649
2. O -0.5123
3. O -0.6809
4. O -0.3740
5. O -0.1051
6. C 0.6409
7. C 0.2615
8. O -0.3974
9. C 0.5698
10. O -0.6336
11. O -0.3576
12. H -0.0064
13. H -0.4305
14. H 0.0433
15. H 0.1670
16. C -0.0465
17. C 0.2969
18. O -0.0782
19. C 0.5421
20. O -0.4707
21. O -0.3747
22. H 0.3034
23. H -0.0275
24. H -0.4844
25. H 0.4136
26. C -0.2070
27. C -0.1070
28. O -0.3854
29. C 0.4600
30. O -0.6038
31. O -0.0042
32. H 0.1840
33. H 0.2444
34. H 0.3136
35. H 0.1047
36. C 0.7445
37. C -0.4205
38. O -0.3375
39. C 0.6318
40. O -0.5864
41. O -0.3166
42. H -0.4337
43. H 0.2187
44. H 0.3356
45. H 0.2212
46. C -0.0112
47. C -0.1198
48. O -0.2914
49. C 0.6490
50. O -0.7194
51. O -0.4291
52. H 0.2616
53. H 0.2867
54. H 0.4042
55. H -0.1239
56. C -0.3282
57. C 0.4373
58. O -0.2702
59. C 0.6594
60. O -0.6606
61. O -0.3213
62. H 0.3763
63. H 0.2042
64. H -0.5964
65. H 0.4834
66. C 0.3581
67. C 2.4944
68. O -0.3106
69. C 0.5679
70. O -0.6426
71. O -0.3978
72. H -0.2056
73. H 0.0615
74. H -1.2467
75. H -0.7256
76. C -0.1032
77. C -0.4528
78. O -0.4102
79. C 0.5967
80. O -0.5578
81. O -0.0177
82. H 0.3229
83. H 0.1371
84. H 0.2219
85. H 0.2762
86. C 0.5805
87. C 1.3529
88. O -0.3355
89. C 0.4956
90. O -0.6685
91. O -0.2062
92. H -0.2389
93. H -0.0470
94. H -1.2791
95. H 0.2423
96. Cl -0.2039
97. C 0.5097
98. C 0.3547
99. Cl -0.1825